[1]
70
Properties=species:S:1:pos:R:3:forces:R:3:lowdin_charge:R:1 method="wB97M-V/def2-TZVPD" homo_lumo_gap_ev=6.077 total_charge=-1 total_energy_ha=-4463.345490 multiplicity=1 homo_ev=-4.182 relative_energy_kcal_mol=0.0
C -4.720 1.051 2.503 0.2 -0.5 -1.2 -0.11
C -3.990 -0.215 1.807 1.4 -2.1 -0.9 -0.22
C -4.828 -1.284 1.030 3.7 -0.3 0.1 -0.05
C -4.095 -2.483 0.330 1.6 3.8 2.5 -0.03
C -2.546 -2.555 0.441 -0.8 0.7 1.1 -0.10
C -1.790 -3.750 -0.300 -0.5 0.1 -0.3 -0.34
C -2.394 -5.211 -0.012 0.6 -0.5 -0.3 -0.11
C -1.922 -3.472 -1.902 -0.3 1.0 0.2 -0.09
C -1.686 -1.534 1.240 -3.4 0.8 0.2 -0.16
O -0.259 -1.635 1.369 -3.0 0.3 -1.0 -0.24
C 0.376 -1.068 0.145 -1.7 0.4 0.1 -0.31
As 2.198 -1.968 0.000 -0.5 -1.2 -0.3 0.76
O 3.756 -3.000 -0.099 0.5 -0.6 0.5 -0.54
C 2.455 -1.523 -1.936 0.2 0.1 -2.6 -0.35
C 1.511 -0.421 -2.601 0.7 0.3 -0.9 -0.28
C 1.782 1.102 -2.148 -1.2 -0.1 -2.1 -0.21
C 0.964 2.026 -3.222 -0.6 -0.2 2.2 -0.20
C 0.869 3.515 -2.614 -0.2 0.3 -1.3 -0.22
C -0.587 3.920 -2.073 0.9 0.8 0.3 -0.26
C -0.948 3.353 -0.611 -0.3 -1.1 -1.1 -0.46
S -1.126 4.680 0.693 1.6 -0.6 0.7 0.87
C 0.513 4.752 1.528 1.5 -0.9 1.6 -0.54
N 0.962 4.211 2.779 -0.5 2.7 -5.3 0.01
N 2.277 4.602 2.892 0.7 2.8 -4.2 -0.02
C 2.632 5.377 1.748 -2.2 -2.4 2.3 -0.09
O 1.535 5.483 0.837 0.8 -1.7 4.0 -0.07
C 3.203 -0.314 0.683 0.8 0.7 2.2 -0.80
I 5.328 -0.263 0.026 -0.8 0.7 -0.3 0.64
C 3.346 -0.290 2.319 -0.6 2.4 -1.2 -0.87
C 1.951 -0.103 3.083 0.4 -0.9 1.1 -0.19
I 4.593 -1.914 3.108 -0.7 0.5 0.2 0.68
C -2.436 -0.352 1.922 -1.8 -2.5 -2.0 0.05
H -3.953 1.757 2.978 -1.1 -1.2 -0.5 0.07
H -5.543 0.720 3.234 1.4 0.5 -0.9 0.07
H -5.236 1.657 1.671 0.7 -0.9 1.2 0.07
H -5.971 -1.168 0.969 2.0 -0.2 0.1 0.08
H -4.739 -3.226 -0.248 1.3 1.0 0.9 0.09
H -0.692 -3.775 0.042 -1.7 0.3 -0.7 0.10
H -3.522 -5.233 0.154 1.5 0.1 -0.2 0.06
H -2.155 -5.852 -0.945 -0.5 0.9 1.5 0.07
H -1.871 -5.749 0.864 -0.9 1.1 -1.2 0.08
H -0.908 -3.323 -2.408 -1.4 -0.5 0.7 0.07
H -2.499 -2.479 -2.037 1.0 -1.5 0.1 0.08
H -2.556 -4.271 -2.432 1.1 1.0 0.8 0.07
H 0.413 0.061 0.322 -0.3 -1.2 -0.5 0.06
H -0.361 -1.380 -0.692 1.5 0.9 1.0 0.08
H 2.031 -2.387 1.487 0.0 0.0 0.2 -0.02
H 1.413 -3.274 -0.437 -0.3 0.0 0.0 -0.01
H 3.774 -3.633 0.651 -0.1 0.7 -0.7 -0.03
H 3.539 -1.253 -2.244 -1.6 -0.3 0.8 0.04
H 2.251 -2.504 -2.523 0.3 1.4 1.2 0.08
H 0.384 -0.687 -2.618 1.8 0.5 0.4 0.10
H 1.790 -0.424 -3.731 -0.4 0.0 1.7 0.11
H 2.879 1.378 -2.289 -1.3 -0.5 0.7 0.12
H 1.345 1.374 -1.131 1.0 -0.5 -1.2 0.06
H 1.401 1.965 -4.272 -0.6 0.1 1.5 0.11
H -0.114 1.600 -3.197 1.7 0.6 -0.5 0.11
H 1.102 4.241 -3.484 -0.3 -0.9 1.5 0.11
H 1.661 3.658 -1.803 -1.1 -0.1 -1.0 0.11
H -1.373 3.627 -2.845 1.0 0.3 1.1 0.11
H -0.595 5.072 -1.987 -0.1 -1.8 -0.2 0.09
H -1.987 2.857 -0.699 1.6 0.8 0.6 0.09
H -0.226 2.538 -0.257 -1.0 1.3 -0.4 0.07
H 3.664 5.837 1.545 -2.1 -0.8 0.2 0.14
H 2.700 0.679 0.431 0.9 -1.2 0.2 0.03
H 3.954 0.673 2.527 -0.7 -1.8 -0.2 0.05
H 2.140 0.552 4.001 -0.3 -0.8 -1.3 0.07
H 1.617 -1.129 3.499 0.2 1.7 -1.0 0.06
H 1.118 0.374 2.466 1.3 -0.8 0.6 0.06
H -1.800 0.410 2.477 -1.1 -1.1 -0.7 0.10



[2]
109
Properties=species:S:1:pos:R:3:forces:R:3:lowdin_charge:R:1 method="wB97M-V/def2-TZVPD" homo_lumo_gap_ev=2.818 total_charge=-2 total_energy_ha=-8075.994859 multiplicity=1 homo_ev=0.341 relative_energy_kcal_mol=50.8
Cs 0.783 -0.024 -0.243 0.0 -0.3 0.4 0.37
C -4.329 0.709 -3.393 0.0 0.0 0.0 -0.03
C -2.945 0.662 -2.809 0.1 0.1 -0.4 -0.27
N -2.680 0.260 -1.634 0.0 -0.1 0.3 0.10
N -3.748 -0.282 -0.948 0.0 0.3 0.1 -0.04
C -3.710 -0.374 0.410 -0.1 -0.3 0.0 -0.89
N -4.602 -1.288 0.906 0.0 0.3 0.1 0.08
S -2.700 0.507 1.366 0.1 0.2 0.0 0.62
C -1.768 1.025 -3.659 -0.3 0.0 0.1 -0.24
C -1.827 2.026 -4.613 0.1 0.1 -0.1 -0.04
C -0.698 2.268 -5.391 -0.1 0.0 0.0 -0.08
C 0.424 1.495 -5.195 0.1 0.0 0.0 -0.07
C 0.382 0.506 -4.215 0.0 0.1 0.0 -0.21
N -0.683 0.273 -3.465 0.2 -0.2 -0.1 0.12
H -5.061 0.949 -2.622 0.0 0.0 0.0 0.08
H -4.597 -0.254 -3.840 0.0 0.0 0.0 0.09
H -4.395 1.452 -4.182 0.0 0.0 0.0 0.06
H -4.322 -0.937 -1.455 0.0 -0.1 0.0 0.14
H -5.420 -1.521 0.368 0.0 -0.1 0.0 0.09
H -4.731 -1.231 1.901 0.0 -0.1 0.0 0.08
H -2.706 2.646 -4.726 0.0 0.0 0.0 0.10
H -0.702 3.070 -6.119 0.0 0.0 0.0 0.10
H 1.343 1.666 -5.737 0.0 0.0 0.0 0.10
H 1.256 -0.103 -4.021 0.0 0.0 0.0 0.07
S 2.736 1.574 -2.508 0.3 0.2 -0.3 0.42
C 3.689 2.998 -2.186 0.0 -0.1 0.0 -0.76
C 4.770 3.375 -3.001 0.0 0.0 0.0 -0.15
C 5.511 4.516 -2.743 0.0 0.0 0.0 -0.13
C 5.200 5.329 -1.659 0.0 0.0 0.0 -0.13
C 4.132 4.979 -0.841 0.0 0.0 0.0 -0.12
C 3.381 3.838 -1.094 0.0 0.0 0.1 -0.42
As 1.900 3.220 0.018 -0.2 0.3 -0.2 1.20
C 0.405 3.942 -1.076 0.0 0.1 0.0 -0.38
C -0.880 3.786 -0.557 0.0 0.0 -0.1 -0.12
C -1.998 4.202 -1.272 0.0 0.0 0.0 -0.10
C -1.846 4.789 -2.521 0.0 0.0 0.0 -0.13
C -0.570 4.934 -3.055 0.0 0.0 0.0 -0.11
C 0.543 4.504 -2.344 0.0 0.0 0.0 -0.10
C 1.948 4.663 1.364 0.0 -0.1 0.0 -0.40
C 2.650 4.351 2.531 0.0 0.0 0.0 -0.13
C 2.728 5.268 3.571 0.0 0.0 0.0 -0.11
C 2.090 6.499 3.469 0.0 0.0 0.0 -0.13
C 1.382 6.812 2.316 0.0 0.0 0.0 -0.11
C 1.317 5.899 1.268 0.0 0.0 0.0 -0.11
H 5.020 2.737 -3.841 0.0 0.0 0.0 0.08
H 6.344 4.770 -3.392 0.0 0.0 0.0 0.08
H 5.783 6.218 -1.447 0.0 0.0 0.0 0.08
H 3.883 5.608 0.006 0.0 0.0 0.0 0.09
H -1.021 3.322 0.415 0.0 0.0 0.0 0.06
H -2.986 4.056 -0.848 0.0 0.0 0.0 0.10
H -2.714 5.123 -3.080 0.0 0.0 0.0 0.09
H -0.440 5.372 -4.040 0.0 0.0 0.0 0.09
H 1.533 4.597 -2.777 0.0 0.0 0.0 0.10
H 3.120 3.375 2.623 0.0 0.0 0.0 0.06
H 3.283 5.013 4.467 0.0 0.0 0.0 0.09
H 2.142 7.211 4.286 0.0 0.0 0.0 0.08
H 0.879 7.769 2.229 0.0 0.0 0.0 0.09
H 0.760 6.152 0.372 0.0 0.0 0.0 0.10
C 2.108 -4.717 -1.204 0.0 0.0 0.0 -0.26
Si 1.554 -4.781 0.605 -0.1 0.1 0.0 0.03
C 2.987 -4.075 1.612 0.0 0.0 0.0 -0.24
C 1.522 -6.629 1.044 0.0 -0.1 0.0 -0.26
As -0.497 -3.760 0.777 -0.1 0.1 -0.1 0.53
Si -0.401 -3.227 3.005 0.0 0.0 -0.1 0.04
C -2.144 -2.682 3.533 -0.1 0.0 0.0 -0.26
C 0.747 -1.814 3.504 0.0 0.0 0.0 -0.23
C 0.023 -4.670 4.165 0.0 0.0 0.0 -0.25
H 2.959 -5.384 -1.384 0.0 0.0 0.0 0.01
H 2.405 -3.703 -1.482 0.0 0.0 0.0 0.01
H 1.289 -5.014 -1.866 0.0 0.0 0.0 0.01
H 3.901 -4.646 1.412 0.0 0.0 0.0 0.02
H 2.788 -4.129 2.686 0.0 0.0 0.0 0.00
H 3.177 -3.026 1.368 0.0 0.0 0.0 0.02
H 2.496 -7.101 0.866 0.0 0.0 0.0 0.01
H 0.765 -7.147 0.448 0.0 0.0 0.0 0.01
H 1.257 -6.764 2.096 0.0 0.0 0.0 0.00
H -2.453 -1.800 2.960 0.1 -0.1 0.1 -0.04
H -2.174 -2.443 4.601 0.0 0.0 0.1 0.00
H -2.873 -3.474 3.340 0.0 0.0 0.0 0.01
H 0.438 -0.856 3.073 0.0 0.0 0.0 -0.02
H 1.773 -1.973 3.169 0.0 0.0 0.0 0.01
H 0.774 -1.703 4.595 0.0 0.0 0.0 0.02
H -0.623 -5.527 3.960 0.0 0.0 0.0 0.01
H -0.095 -4.379 5.217 0.0 0.0 0.0 0.01
H 1.057 -4.993 4.020 0.0 0.0 0.0 0.00
C -2.685 0.020 6.730 0.0 0.0 0.0 -0.09
C -1.298 0.137 6.119 0.0 0.0 -0.1 -0.25
N -1.330 0.834 4.840 0.0 0.0 0.0 0.01
C -0.432 1.777 4.452 -0.1 0.2 0.0 -0.85
S -0.039 2.074 2.879 0.0 -0.1 0.0 0.66
N 0.135 2.528 5.477 0.0 0.0 0.1 -0.03
C -0.763 3.272 6.363 0.0 0.0 0.0 -0.26
C -1.388 4.481 5.677 0.0 0.0 0.0 -0.08
H -2.648 -0.554 7.659 0.0 0.0 0.0 0.07
H -3.359 -0.496 6.045 0.0 0.0 0.0 0.07
H -3.111 1.003 6.944 0.0 0.0 0.0 0.06
H -0.876 -0.858 5.969 0.0 -0.1 0.0 0.09
H -0.615 0.669 6.778 0.0 0.0 0.0 0.11
H -1.696 0.308 4.057 0.0 0.0 0.0 0.06
H 0.831 3.132 5.056 0.1 0.0 0.0 0.09
H -0.192 3.578 7.243 0.0 0.0 0.0 0.11
H -1.545 2.600 6.711 0.0 0.0 0.0 0.08
H -0.621 5.200 5.381 0.0 0.0 0.0 0.07
H -2.098 4.984 6.339 0.0 0.0 0.0 0.06
H -1.912 4.173 4.771 0.0 0.0 0.0 0.07
C 3.414 0.863 2.100 -0.2 -0.1 -0.1 -0.27
H 4.165 1.529 1.643 0.0 0.0 0.1 -0.14
H 3.878 -0.120 2.279 0.0 0.0 0.0 -0.14
H 3.074 1.274 3.065 0.0 0.0 0.0 -0.15



[3]
35
Properties=species:S:1:pos:R:3:forces:R:3:lowdin_charge:R:1 method="wB97M-V/def2-TZVPD" homo_lumo_gap_ev="7.351 / 7.352" total_charge=+2 total_energy_ha=-1405.718042 multiplicity=1 homo_ev="-17.316 / -17.317" relative_energy_kcal_mol=19.7
Pd 0.614 0.384 0.017 -0.1 0.3 -0.6 0.97
C -3.155 1.228 -3.722 0.0 0.0 0.0 0.01
O -1.814 1.590 -3.312 0.0 0.0 -0.1 0.05
C -1.282 1.171 -2.202 0.2 0.0 0.0 -0.55
O -0.116 1.455 -1.934 -0.1 -0.1 0.1 0.02
N -2.061 0.427 -1.360 -0.1 0.0 0.0 0.06
N -1.548 -0.022 -0.127 0.0 -0.2 0.0 0.04
H -3.285 1.696 -4.691 0.0 0.0 0.0 0.11
H -3.890 1.633 -3.026 0.0 0.0 0.0 0.11
H -3.239 0.147 -3.828 0.0 0.0 0.0 0.11
H -3.017 0.186 -1.574 0.0 0.0 0.0 0.15
H -1.713 -1.025 -0.051 0.0 0.0 0.0 0.12
H -2.058 0.421 0.637 0.1 0.0 0.0 0.14
F 0.399 -2.113 -0.965 0.1 0.2 -0.2 0.17
C 0.859 -1.556 0.141 -0.3 -0.2 0.6 -0.43
F 0.153 -2.004 1.178 0.1 0.1 0.0 0.15
C 2.370 -1.829 0.346 0.3 0.2 0.2 -0.60
F 2.600 -3.082 0.621 -0.1 -0.2 -0.1 0.26
F 2.785 -1.066 1.380 -0.1 0.0 -0.1 0.14
F 3.026 -1.449 -0.744 0.0 0.0 -0.1 0.19
C 1.199 1.887 1.756 0.1 -0.2 0.0 0.14
C 1.765 2.482 0.641 0.1 -0.1 0.0 -0.32
C 3.030 2.004 0.132 -0.1 0.0 0.0 0.03
C 3.517 2.479 -1.055 0.0 0.1 0.0 0.04
C 2.784 3.461 -1.750 0.0 -0.1 0.2 -0.12
C 1.574 3.992 -1.252 0.1 0.0 0.0 0.03
C 1.068 3.510 -0.083 0.0 0.0 0.1 0.02
C 3.280 3.942 -2.994 0.1 0.0 -0.1 -0.11
N 3.671 4.321 -4.007 0.0 0.0 0.0 0.27
H 0.270 2.255 2.179 0.0 0.0 0.0 0.11
H 1.741 1.130 2.315 0.0 0.1 0.1 0.10
H 3.599 1.298 0.720 0.0 -0.1 0.0 0.13
H 4.459 2.132 -1.456 0.0 0.0 0.0 0.15
H 1.066 4.762 -1.814 0.0 0.0 0.0 0.15
H 0.137 3.892 0.316 0.0 0.0 0.0 0.15



[4]
9
Properties=species:S:1:pos:R:3:forces:R:3:lowdin_charge:R:1 method="wB97M-V/def2-TZVPD" homo_lumo_gap_ev=8.429 total_charge=0 total_energy_ha=-1058.404717 multiplicity=1 homo_ev=-9.302 relative_energy_kcal_mol=68.4
C 0.405 0.817 -0.861 -1.4 -1.0 1.9 -0.87
C -0.189 0.071 1.266 -0.2 -2.4 -2.6 -1.11
H 0.985 -1.082 -1.356 -4.5 1.9 0.8 0.28
H -1.570 -1.206 0.240 4.4 0.6 1.0 0.24
N -0.184 -0.479 -1.044 5.9 -1.2 0.7 -0.03
N -0.405 -0.929 0.323 -6.2 -3.0 -1.9 -0.06
O 0.298 1.033 0.600 2.5 4.9 -3.7 -0.04
S 0.944 1.805 -1.974 0.2 0.4 0.3 0.79
S -0.283 -0.031 2.805 -0.6 -0.2 3.5 0.80